1.
# C13H29Br5InNO3P

A structure of composition C13H29Br5InNO3P in a non-equilibrium geometry (ωB97M-V/def2-TZVPD, the OMol25 dataset).

## Properties
Energy = -14194.6004 Ha
Net charge = -1
HOMO level = -4.196 eV

The geometry in XYZ format:
```
53
Properties=species:S:1:pos:R:3:forces:R:3:mulliken_charge:R:1
H 0.510771 -3.519690 3.508629 -1.1860 2.1143 -0.8159 0.295
C -1.270026 -1.561764 0.827964 0.3067 -0.6293 -1.1899 0.359
C 2.719147 2.676337 1.834042 -0.0971 1.3830 1.0980 -0.749
H -0.972701 2.734934 1.531878 0.5389 -2.5856 0.0120 0.299
H -3.421007 -0.975983 1.276008 2.3630 0.4399 1.0184 0.211
H 6.449298 -1.399844 0.714635 -1.1069 1.5161 -1.0047 0.308
H 4.578618 2.461046 -0.814665 -0.6329 -0.3720 0.0921 -0.314
C -0.378211 -2.722299 1.550649 0.8975 -0.2727 -0.4448 -0.482
C 0.519771 1.010577 2.197821 -1.5133 0.8643 1.5866 0.497
H -0.664012 1.373845 0.267134 -0.3259 0.4471 2.2226 -0.126
O 1.713193 1.502066 -1.508172 -1.3404 -1.0691 0.0410 -0.536
C -2.337866 -0.759125 1.740983 -1.5578 0.0152 0.3736 -0.471
O 6.004429 -0.597910 0.288856 -0.5855 -1.0569 1.6211 -0.527
H 1.696231 -1.603824 -3.499441 -0.0057 -0.1348 -0.2037 -0.230
H 0.734485 3.296893 2.754242 1.0491 -2.4343 -0.2909 0.225
H -0.499274 -0.893136 0.218786 -1.9190 -1.0122 1.5497 -0.501
H -3.476013 2.878985 -1.716091 -0.1574 -0.1167 -0.0024 0.338
C 1.786441 -1.504274 -5.650311 0.1972 0.0875 0.0402 -0.539
Br -0.048354 -3.192338 -4.234881 0.1007 -0.0327 -0.0244 -0.145
In 3.194649 1.534896 -0.039015 2.2549 1.3065 1.1138 0.675
H 0.690952 -2.732320 1.017877 -2.3022 0.0566 1.1252 0.161
H 1.731375 2.088750 3.793860 -0.7090 0.4096 -2.3238 0.216
C -2.226352 0.859267 1.825187 -0.3405 1.0734 0.1958 -0.186
H 0.882676 -0.942326 -5.901694 0.1906 -0.2172 0.1396 0.383
H 2.658574 3.832123 1.542011 0.2273 -2.4240 0.5673 0.230
H -1.883247 -2.124792 -0.027755 1.2892 1.2712 1.8099 0.386
H -0.848498 -3.781092 1.272431 0.9221 2.2095 1.0297 0.331
H 2.446227 -3.041902 -4.239154 -0.1925 0.2245 -0.1340 0.393
H 3.660468 2.582531 2.558238 -1.8625 0.1184 -1.6928 0.205
Br 3.824265 -1.483395 2.527385 0.1286 0.3878 0.4529 -0.325
Br -6.586622 0.674870 -2.180534 0.0297 -0.0071 0.1019 -0.158
H -2.447278 -1.139810 2.865229 0.6608 0.5084 -2.5455 0.183
C -0.817745 1.556691 1.425644 -0.1827 -0.2887 -1.5946 -0.302
C -5.352662 1.903541 -1.302219 -0.1848 0.2071 -0.0584 -0.510
C 1.670855 -2.279832 -4.358898 -0.0787 0.1609 0.2167 -0.004
O 1.628577 -0.633969 -1.554269 -0.3807 0.6003 0.3600 -0.455
Br -2.918389 0.472674 -1.799189 -0.1023 0.0923 -0.1738 -0.055
C -4.061471 2.028497 -2.076694 0.3389 -0.1080 0.1194 -0.669
H 0.119653 0.507583 3.207734 0.8753 0.9579 -2.1697 0.075
H 0.514748 -1.615455 3.467715 -1.1963 -1.7929 -0.9502 0.079
H 1.108205 0.165003 1.641159 -0.9763 1.8095 0.8206 -0.170
H 2.636969 -0.817720 -5.613267 -0.1480 -0.1546 0.0761 0.368
H -3.056754 1.330023 1.113323 1.7785 -0.9321 1.4313 -0.234
H -5.879000 2.861871 -1.272722 0.1226 -0.1470 -0.0244 0.381
C -0.097462 -2.559515 3.144587 -0.3075 -1.1618 0.7677 -0.784
C 1.391925 2.302167 2.669218 0.6180 0.3137 1.4615 -0.665
Br 2.157129 -2.689129 -7.154620 -0.0724 0.0286 -0.0922 -0.187
H -2.507708 1.240396 2.919761 0.5668 -0.9868 -2.1967 0.299
H -4.210079 2.127107 -3.155565 -0.0873 -0.0261 0.3014 0.408
N 0.980625 0.391211 -1.530803 0.8392 0.3904 -0.6055 0.338
P 4.263744 -0.777767 0.418815 1.0987 -1.2214 -1.4346 0.139
H -5.212628 1.539355 -0.280432 0.0774 0.0486 -0.3022 0.270
H -1.100641 -2.584027 3.788592 2.0801 0.1414 -1.4709 0.275
```
Forces are in eV/Å.

2.
# C23H23BrN4O3

The molecule C23H23BrN4O3 (ωB97M-V/def2-TZVPD, the OMol25 dataset).

## Properties
Energy = -3909.0433 Ha
SMILES string = COc1ccccc1C(=O)N/C(=C/c1ccc(Br)cc1)C(=O)NCCCn1ccnc1
HOMO level = -8.274 eV
Energy above the lowest of the compared OMol25 structures with the same formula, charge and spin = 0.0 kJ/mol

The geometry in XYZ format:
```
54
Properties=species:S:1:pos:R:3:forces:R:3:mulliken_charge:R:1
C 1.433565 -3.534657 -1.442873 0.3237 -0.2210 0.5582 -0.917
C -1.134807 0.627801 0.713192 0.0732 -0.0462 0.5928 -0.507
C -2.050738 1.202584 7.332654 0.0136 0.0067 0.1031 -0.807
H 0.710492 0.260316 3.376747 -0.2276 0.0649 0.0389 0.173
O 1.341065 0.354392 5.076171 -0.4262 0.0644 -0.0272 -0.698
C -0.998646 0.792926 5.182622 0.0546 0.0453 0.3715 -0.048
C -1.262457 0.706882 3.714556 0.1047 -0.1027 -0.3192 0.795
C -0.013862 1.317011 -1.415792 -0.2489 0.0046 0.0310 0.268
C -0.120547 0.324994 1.545961 -0.6840 0.2408 -0.2977 0.320
H 3.297218 0.082848 4.840742 -0.0062 0.0106 0.1091 0.296
H -2.089280 0.855038 1.168081 0.0718 -0.0152 0.0762 0.677
H 0.453930 -3.327413 -1.004597 0.0560 -0.0763 -0.0925 0.382
N 1.459010 -2.990371 -2.773257 -0.0592 0.0241 -0.3528 0.161
C -1.098715 0.751186 -0.736610 0.0852 0.0840 -0.5293 -0.003
C -2.254107 0.527848 -2.852008 0.0488 0.0511 -0.2697 -0.662
C -0.038653 1.477863 -2.786699 -0.0115 -0.0020 -0.1869 -0.521
C 0.589549 -2.079477 -3.308543 -0.2014 0.1808 -0.0743 -0.231
Br -1.205884 1.311527 -5.386964 0.0073 -0.0229 0.2278 -0.158
C -1.158659 1.077741 -3.497833 -0.0478 0.0116 -0.1661 -0.033
H 2.891201 1.185348 6.180662 -0.0467 -0.0382 -0.0122 0.352
C 0.242747 0.635306 5.831774 -0.2160 0.0399 0.0783 0.857
O -2.381294 0.892708 3.268200 -0.0745 0.0492 -0.0390 -0.745
C -0.827347 1.047926 7.959325 -0.0720 0.0071 -0.0862 -0.541
C 1.050810 -1.806699 -4.563782 -0.1699 0.1071 0.1540 -0.341
H -0.745026 1.144605 9.031605 0.0189 0.0046 0.0876 0.397
H 1.559108 -4.621186 -1.497689 -0.1468 0.1276 0.0313 0.339
H 1.247205 0.650369 7.726862 0.0919 -0.0159 0.0073 0.396
N -0.193496 0.396784 2.927858 0.4596 -0.1264 0.2231 0.030
H -0.271544 -1.729965 -2.774538 -0.2096 0.0780 0.1399 0.555
H -3.123917 0.229739 -3.416983 -0.0570 -0.0145 -0.0485 0.423
C -2.222372 0.377340 -1.479848 0.2343 -0.0164 0.1736 -0.587
H 2.431199 -3.333827 0.448658 0.0533 -0.0326 0.0419 0.389
C 2.399177 -3.212020 -3.723923 0.1054 -0.1088 0.0859 -0.188
C 2.615017 0.257858 5.671479 0.3007 -0.0380 0.0551 -0.995
H -3.076322 -0.042114 -0.968839 -0.0974 -0.0268 0.0609 0.471
H -2.937477 1.421732 7.906312 -0.0851 0.0194 0.0419 0.396
C 1.243875 -0.166281 1.150324 -0.0723 -0.2685 -0.2523 0.261
N 1.289471 -0.902128 0.022407 -0.0660 -0.1772 -0.0951 0.221
H 2.668573 -0.580330 6.372542 -0.0343 0.0551 -0.0231 0.330
H 2.660007 -1.016099 -1.540210 0.0239 0.0048 0.0668 0.356
C -2.120849 1.074876 5.961118 0.1111 -0.0379 -0.1216 -0.506
C 2.544949 -2.944170 -0.563583 -0.2327 0.2231 -0.1443 -0.593
H 0.646443 -1.152459 -5.308652 -0.1980 0.1885 -0.0719 0.346
H 0.800186 1.920368 -3.301130 0.0621 0.0287 -0.0509 0.452
C 2.520420 -1.414459 -0.529153 0.3257 -0.1559 0.0834 -1.010
C 0.304723 0.767756 7.216157 0.3048 -0.0626 -0.0486 -0.445
H 0.846363 1.653904 -0.856780 0.0610 0.0664 0.0249 0.506
H 3.516017 -3.260260 -0.946881 0.0351 -0.0592 0.0148 0.396
H 0.453719 -0.988704 -0.532815 0.0090 0.0905 0.1248 0.093
H -3.059627 1.193892 5.441146 -0.0254 0.0014 -0.0437 0.452
H 3.327206 -1.048959 0.110157 -0.0754 -0.0209 -0.1653 0.471
O 2.213170 0.019710 1.866329 0.1414 0.1201 0.2283 -0.735
N 2.180677 -2.519579 -4.805281 0.4327 -0.1178 -0.4456 -0.676
H 3.217196 -3.890766 -3.586314 0.1820 -0.1965 0.1312 0.389
```
Forces are in eV/Å.

3.
# C16H50N2O12

A cluster of 8 separate species, C16H50N2O12 in total in a non-equilibrium geometry (ωB97M-V/def2-TZVPD, the OMol25 dataset).

## Properties
Energy = -1651.8729 Ha
SMILES string = COC[C@H](C)N.COC[C@H](C)N.OCCO.OCCO.OCCO.OCCO.O.O
HOMO level = -9.546 eV
Energy above the lowest of the compared OMol25 structures with the same formula, charge and spin = 43.2 kJ/mol

The geometry in XYZ format:
```
80
Properties=species:S:1:pos:R:3:forces:R:3:mulliken_charge:R:1
H 11.204026 11.264126 10.328076 -0.5149 -0.1354 -0.3136 0.301
C 13.645817 10.585121 7.219933 -0.7428 0.3070 1.5203 -0.358
H 11.877208 8.833950 11.331353 -0.1147 0.3598 0.3722 -0.182
C 16.619827 9.970505 11.231353 -0.6486 -0.2187 0.3933 0.059
O 13.843066 10.488559 13.406751 -0.3097 -1.6444 -1.7668 -0.183
H 14.406197 12.236630 14.048548 0.2322 1.4347 0.1896 0.370
C 13.648612 11.532252 14.300014 -1.5318 0.1648 -0.8214 -0.070
H 14.981198 9.477368 9.847432 0.9813 -0.5674 0.8056 -0.500
C 13.405337 5.991517 13.240235 -1.1361 1.5157 0.6208 -0.443
O 13.935308 7.866418 14.813034 0.6886 -1.7741 -0.3947 -0.501
C 12.151118 6.725385 8.548152 1.5908 1.3103 -1.5529 0.046
C 12.489031 6.967928 7.050575 -0.5967 -1.7184 -0.5272 -0.397
H 14.934693 10.648635 15.692153 -1.2046 0.3820 -0.0086 0.266
C 9.298638 11.141028 13.681189 -0.9920 -0.5246 -0.6131 -0.119
H 14.098020 6.993234 9.024879 -0.5183 0.2672 0.3944 0.365
C 9.265252 9.666512 14.132790 -0.8336 1.3281 0.0507 0.384
H 17.685124 8.810941 9.493953 -0.3614 -0.1335 0.0553 0.353
H 15.379796 6.955483 13.570965 -0.2709 -0.1148 0.1945 0.218
H 14.268061 6.951349 4.866064 -0.2886 -0.2568 0.0214 0.270
N 10.648528 9.187416 14.186707 -0.4460 0.8855 0.1311 -0.354
H 8.236746 8.601256 15.607822 -0.6406 -1.2367 0.5429 0.449
O 7.962435 11.804868 13.581778 2.6357 -0.5702 -1.0902 -0.423
H 13.333988 9.093750 15.895640 -0.2603 1.5341 0.1613 0.537
C 13.851542 11.036840 15.653168 3.0124 -0.9663 1.8832 -0.775
H 14.029732 12.578640 7.960071 0.4499 -0.3235 -0.6326 0.348
H 11.946531 10.602704 8.307627 -0.4353 0.5040 0.0778 0.195
H 11.603337 6.687077 6.428276 0.4346 0.1171 0.2573 0.472
H 15.147029 11.344665 8.580596 -0.6384 0.3471 -1.1478 -0.147
C 14.494342 6.661959 14.159547 -1.1244 1.1977 -1.2554 -0.529
H 13.867578 11.877836 16.368447 -0.4230 -0.3127 -0.1180 0.389
H 9.935870 11.701056 14.354440 0.1372 0.3713 0.2708 0.222
O 12.986384 10.019532 16.065308 -0.4885 -0.9043 0.2084 -0.603
O 13.605676 6.179783 6.687657 0.6164 -0.8129 -0.0424 -0.300
H 13.229919 10.538076 12.636391 0.5369 -0.2117 0.6735 0.051
C 8.412278 9.623085 15.413159 1.0400 0.0514 -0.1536 -1.548
H 13.218088 8.335134 9.199443 -0.1522 0.8751 -0.2355 -0.213
H 8.563252 12.368888 11.609020 -0.7999 0.5623 0.8004 0.096
H 9.784596 11.454444 9.678459 0.3257 -0.0854 0.2119 0.271
H 13.325430 7.127867 11.547134 -1.0122 -0.4588 1.1094 0.156
H 8.891486 10.037107 16.310430 0.3542 0.0384 -0.3962 0.282
H 12.566943 5.725956 13.880117 0.0074 -0.0029 0.4814 0.246
H 16.714659 10.974296 10.761698 -0.3674 -0.5790 0.3008 0.243
H 12.194720 5.666771 8.742210 -0.4039 -0.4473 0.0608 0.503
H 10.939959 8.511781 8.589058 -0.1017 -1.1543 -0.2892 0.098
O 10.691241 11.786695 9.676802 0.1199 0.0438 -0.0927 -0.673
O 17.969606 9.491737 11.404335 -0.4148 0.1871 0.0604 -0.625
H 7.497431 10.173554 15.296056 -0.5239 0.0224 -0.2776 0.393
O 11.664461 9.779044 11.430686 0.0352 0.4419 0.3410 0.327
H 9.956725 6.953208 8.283846 1.1904 0.5824 0.5750 0.431
H 16.189149 11.322474 6.552388 -0.0533 -0.1008 0.1455 0.332
H 14.782148 6.005107 14.943044 0.2824 -0.5897 0.6669 0.394
H 7.247365 13.395601 12.503236 0.4948 -0.2895 -0.3626 0.308
C 14.615950 11.694650 7.623888 -0.2250 -0.8359 2.5280 -0.150
H 14.870399 5.285312 5.245328 -2.2202 1.1999 0.2141 0.209
H 14.185168 9.658572 7.022095 0.0446 0.0936 -0.4940 0.246
C 8.192888 12.831821 12.571383 -0.9017 -1.0479 0.2808 -0.536
H 8.976200 13.474021 12.923635 0.4572 0.6294 0.1316 0.313
H 13.580907 5.036519 12.721216 0.9187 0.5463 -0.0821 0.359
H 12.723786 7.992358 6.863275 -0.0681 1.0390 0.0480 -0.022
H 11.126292 9.612289 14.965048 0.4303 0.4875 0.2883 0.094
O 16.764970 8.803238 9.182823 0.7078 -0.3092 -1.0940 -0.541
O 12.791614 6.999073 12.396689 1.6439 -0.4199 -1.2648 -0.280
H 10.672437 8.218863 14.430964 -0.0329 -0.8455 -0.2712 0.180
C 15.922494 8.991778 10.273248 -1.0156 1.6263 -0.3410 0.429
H 16.036271 10.020134 12.194867 0.7318 0.1614 -0.8480 0.043
N 13.197262 7.353064 9.386932 0.7893 -1.4100 0.0070 -0.118
C 13.925960 5.994791 5.305894 1.4879 -0.1532 0.4802 -0.704
H 9.760786 11.120001 12.683061 -0.1330 0.3896 0.1492 -0.046
H 13.057260 5.617172 4.742826 0.3709 -0.0919 0.1116 0.290
H 12.606936 11.889548 14.215927 0.4046 0.4129 -0.1191 0.079
H 10.699148 7.414694 9.881053 -0.3919 -0.3140 0.0945 0.200
H 13.008632 10.929548 6.390050 0.2685 -0.4269 0.1383 0.400
O 12.838402 10.280299 8.415434 1.0497 -0.1412 -1.0340 -0.366
H 15.633452 8.033967 10.715723 0.1408 0.0529 0.3660 0.098
O 15.526302 12.012184 6.640575 0.4876 0.7090 -0.9944 -0.570
H 8.807851 9.095368 13.312143 -0.3276 0.0848 0.3871 0.330
H 11.289700 9.902689 12.336263 0.2538 -0.9976 -0.3385 0.122
H 18.110836 9.344689 12.334871 0.1930 -0.1288 0.3313 0.347
H 14.038512 8.639369 14.246906 -0.1257 0.0771 -0.7315 0.223
C 10.860077 7.406195 8.802282 -1.7544 0.9147 0.5709 -1.060
```
Forces are in eV/Å.